# C22H42N8P

A 5-piece molecular cluster, C22H42N8P overall in a non-equilibrium geometry (ωB97M-V/def2-TZVPD, the Open Molecules 2025 dataset).

Results
ΔE to the lowest compared entry with this formula, charge and spin	239.1	kJ/mol
total energy	-1642.5295	Ha
gap between HOMO and LUMO	7.4	eV
total charge	+1

Each line ends with the Mulliken charge.
Element x y z (Å)
P -2.301 0.689 -1.417  -0.370
N -1.057 1.346 1.529  -0.167
N -2.767 2.860 2.103  -0.084
N -1.895 2.781 3.152  -0.089
N 4.590 5.269 1.921  -0.505
N 0.030 -5.205 -1.304  -0.519
N 3.915 -0.212 -2.491  -0.519
N -3.154 -3.292 -0.436  -0.332
N -2.867 1.734 -0.090  -0.037
C -6.362 -4.041 1.343  -0.866
C 5.290 1.460 0.570  -1.297
C -2.276 1.955 1.080  0.192
C -3.917 -0.097 -2.092  -0.626
C 3.817 1.802 0.373  -0.536
C -0.707 -1.563 -2.134  -0.902
C 2.778 -3.324 -0.220  0.031
C -4.267 -5.381 0.795  -0.435
C 1.406 -3.650 0.372  -0.010
C -4.845 -0.412 -0.784  -0.800
C -5.792 -5.296 0.691  -0.451
C -1.305 -0.792 -0.832  0.409
C -3.642 -4.208 0.106  0.072
C -0.855 1.863 2.854  -0.096
C 2.991 0.615 -0.127  0.447
C 3.632 -4.563 -0.465  -1.485
C 0.636 -4.527 -0.567  0.188
C 3.885 7.368 -0.792  -0.420
C 5.116 6.574 -0.348  -0.320
C 2.672 6.482 -1.059  -1.113
C 4.820 5.842 0.926  0.243
C 3.510 0.150 -1.454  0.139
H -1.969 3.310 4.034  0.260
H -3.711 -1.070 -2.633  0.378
H 3.738 2.633 -0.334  0.218
H 3.311 -2.655 0.463  0.243
H 1.943 0.907 -0.238  0.023
H 5.765 1.171 -0.371  0.379
H -0.404 -0.545 -0.188  0.204
H 3.170 -5.232 -1.195  0.359
H -6.092 -3.992 2.402  0.300
H -5.625 -1.204 -0.996  0.310
H 0.841 -2.729 0.540  -0.093
H -0.911 -2.685 -2.081  0.141
H -4.112 -0.738 0.032  0.174
H -3.908 -6.301 0.327  0.300
H 2.351 5.956 -0.156  0.326
H 2.654 -2.786 -1.165  0.108
H -3.598 3.468 2.076  0.240
H 3.623 8.105 -0.027  0.292
H 0.437 -1.461 -2.110  0.090
H 5.832 2.327 0.954  0.352
H -7.452 -4.037 1.271  0.335
H -3.953 -5.389 1.842  0.278
H 5.410 0.639 1.283  0.313
H -1.038 -1.095 -3.112  0.466
H -5.305 0.565 -0.394  0.272
H -3.745 2.255 -0.256  0.299
H 1.513 -4.162 1.332  0.460
H 1.829 7.086 -1.400  0.332
H -2.024 -1.524 -0.331  -0.011
H 3.789 -5.121 0.463  0.333
H 5.959 7.249 -0.182  0.296
H 2.892 5.738 -1.831  0.293
H 3.039 -0.213 0.585  0.155
H -4.520 0.653 -2.706  0.396
H -6.001 -3.133 0.853  0.101
H -6.231 -6.176 1.169  0.315
H 5.405 5.853 -1.116  0.284
H -0.031 1.628 3.590  0.394
H 3.403 2.149 1.325  0.322
H 4.127 7.922 -1.702  0.310
H -6.093 -5.318 -0.360  0.303
H 4.610 -4.278 -0.859  0.410

---

# C8H6ClIN4

One molecule with the formula C8H6ClIN4 in a non-equilibrium geometry (ωB97M-V/def2-TZVPD, the Open Molecules 2025 dataset).

Results
total energy	-1285.0993	Ha
gap between HOMO and LUMO (spin up / spin down)	6.0 / 6.0	eV
total charge	0

Each line ends with the Mulliken charge.
Element x y z (Å)
I -3.973 0.399 -0.070  0.026
Cl 2.558 2.537 -0.088  -0.152
N 0.550 -1.926 -0.093  0.070
N -1.148 -0.263 -0.354  0.193
N 2.322 -0.529 0.262  -0.688
N -0.032 2.271 0.049  0.268
C 1.238 0.234 -0.011  0.487
C 0.029 -0.594 -0.097  -0.080
C -0.660 3.529 -0.192  -0.463
C -2.103 0.016 -1.021  -0.345
C 1.941 -1.796 0.310  -0.051
C 1.171 1.611 0.001  0.236
C -1.170 2.449 0.660  -0.348
C -0.222 -3.068 0.226  -0.888
H 0.410 -3.980 0.480  0.320
H -1.295 3.763 -1.162  0.154
H 2.372 -2.738 0.622  0.372
H -0.949 -2.865 0.987  0.350
H -0.855 -3.427 -0.681  0.258
H -0.185 4.377 0.172  0.280

---

# C4H5N3

A 2-piece molecular cluster, C4H5N3 overall in a non-equilibrium geometry (ωB97M-V/def2-TZVPD, the Open Molecules 2025 dataset).

Results
ΔE to the lowest compared entry with this formula, charge and spin	545.7	kJ/mol
total energy	-319.5043	Ha
gap between HOMO and LUMO (spin up / spin down)	7.5 / 7.5	eV
total charge	0

Each line ends with the Mulliken charge.
Element x y z (Å)
N -1.609 0.310 0.347  -0.285
N 2.374 0.685 0.661  -0.330
N -0.457 -1.754 0.050  -0.211
C 0.347 -2.666 -0.333  -0.391
C -0.986 -0.662 -0.013  0.308
C -1.790 1.579 0.197  -0.313
C 2.411 1.691 0.169  0.099
H -0.041 -3.711 -0.054  0.197
H 2.316 2.694 -0.436  0.236
H -1.022 2.241 -0.314  0.146
H 1.253 -2.425 -0.663  0.312
H -2.796 2.017 0.388  0.233

---

# C4H9NS

One molecule with the formula C4H9NS in a non-equilibrium geometry (ωB97M-V/def2-TZVPD, the Open Molecules 2025 dataset).

Results
ΔE to the lowest compared entry with this formula, charge and spin	158.9	kJ/mol
total energy	-610.6932	Ha
gap between HOMO and LUMO	9.5	eV
total charge	0
SMILES	CNC1CSC1

Each line ends with the Mulliken charge.
Element x y z (Å)
S -1.793 0.977 1.783  -0.168
N 0.394 -0.833 -0.657  -0.439
C -0.982 1.114 0.068  -0.741
C 1.309 -0.182 -1.586  -0.786
C -0.025 -0.025 0.414  -0.005
C -0.899 -0.617 1.600  -0.645
H 0.897 -1.573 -0.259  0.245
H 2.247 -0.743 -1.577  0.341
H -1.662 0.790 -0.801  0.327
H -1.579 -1.429 1.322  0.333
H -0.467 -0.809 2.542  0.367
H 1.514 0.841 -1.211  0.245
H 0.776 0.560 0.968  0.237
H 0.772 -0.113 -2.510  0.277
H -0.502 2.042 -0.096  0.414

---

# C9H24BO14P3

A 3-piece molecular cluster, C9H24BO14P3 overall in a non-equilibrium geometry (ωB97M-V/def2-TZVPD, the Open Molecules 2025 dataset).

Results
total energy	-2459.5881	Ha
gap between HOMO and LUMO	7.0	eV
total charge	0
SMILES	O=[PH2][C@@]1(B(O)O)COC(=O)O1.COP(=O)(OC)OC.COP(=O)(OC)OC

Each line ends with the Mulliken charge.
Element x y z (Å)
P -5.097 3.901 -4.487  0.360
P -1.515 0.482 3.070  1.104
P 2.716 -4.147 1.637  1.231
O -1.493 2.330 -5.136  -0.511
O -3.159 3.089 -2.959  -0.386
O 2.328 -3.840 3.061  -0.611
O -2.127 1.985 2.686  -0.392
O 3.508 -2.673 1.380  -0.441
O -2.605 -0.346 2.476  -0.640
O -3.030 5.155 -2.273  -0.317
O -1.782 3.582 -1.190  -0.485
O 4.166 -4.923 1.540  -0.376
O -0.223 0.634 2.063  -0.358
O -0.715 -0.649 4.006  -0.429
O -2.234 4.023 -6.579  -0.561
O -5.760 4.927 -3.663  -0.593
O 1.873 -5.603 1.662  -0.380
C -1.541 2.818 1.687  -0.485
C -2.863 5.277 -3.675  -0.722
C 4.997 -4.727 0.389  -0.765
C -2.549 3.890 -2.023  0.552
C 1.092 0.784 2.609  -0.618
C -0.597 -1.961 3.461  -0.592
C 4.249 -2.139 2.470  -0.660
C -3.261 3.840 -4.169  0.670
C 2.520 -6.867 1.701  -0.547
B -2.292 3.402 -5.348  0.483
H 1.614 1.557 2.044  0.359
H 4.952 -1.415 2.054  0.293
H 4.807 -2.918 2.990  0.356
H 1.634 -0.156 2.502  0.036
H 3.585 -1.627 3.163  0.217
H -1.784 5.367 -3.863  0.382
H 4.450 -4.292 -0.445  0.381
H 5.826 -4.070 0.652  0.245
H -5.355 3.999 -5.879  0.033
H -0.814 2.302 -5.817  0.313
H 5.399 -5.694 0.085  0.290
H -3.390 6.138 -4.066  0.403
H 1.071 1.065 3.661  0.380
H -2.165 3.706 1.592  0.278
H -1.518 -2.518 3.622  0.347
H 3.166 -6.938 2.575  0.264
H -5.583 2.636 -4.075  0.076
H -3.131 4.241 -6.852  0.272
H -1.513 2.308 0.731  0.313
H -0.542 3.139 1.982  0.226
H 0.211 -2.467 3.987  0.229
H 3.088 -7.049 0.789  0.248
H 1.742 -7.627 1.773  0.261
H -0.357 -1.928 2.398  0.264

---

# C30H23AsCoN3O2

C30H23AsCoN3O2 as an isolated structure (ωB97M-V/def2-TZVPD, the Open Molecules 2025 dataset).

Results
spin multiplicity	2
<S²>	0.777
total energy	-5090.1424	Ha
gap between HOMO and LUMO (spin up / spin down)	8.2 / 8.8	eV
total charge	+1

Each line ends with the Mulliken charge.
Element x y z (Å)
As 1.689 1.979 0.219  1.015
Co 0.478 -0.245 0.388  -0.456
O 1.384 -2.769 -2.527  -0.604
O -1.069 -1.332 -3.093  -0.604
N 0.273 -1.214 -1.192  0.075
N 2.088 -1.333 0.620  0.256
N -1.224 0.605 -0.143  0.200
C 0.087 3.864 -1.199  -0.454
C 2.307 -2.144 -0.431  0.664
C 5.244 4.030 -0.653  -0.697
C -3.487 1.669 -1.332  -0.359
C 3.408 -2.970 -0.513  -0.527
C 4.321 -2.964 0.531  -0.468
C 6.112 2.998 -0.977  -0.512
C 1.841 1.750 2.147  0.967
C 3.928 3.752 -0.311  -0.438
C 4.353 1.398 -0.634  -0.081
C 2.965 -1.332 1.630  0.428
C 5.669 1.682 -0.969  -0.738
C 0.664 3.603 0.042  0.110
C 0.824 1.000 2.741  -0.142
C 1.272 -2.100 -1.535  -0.017
C -0.922 5.855 -0.309  -0.518
C 2.958 2.087 2.900  -0.321
C -1.914 1.577 0.460  0.155
C 0.443 4.469 1.108  -0.018
C -0.795 -0.900 -2.005  -0.075
C 2.022 0.947 4.812  -0.671
C 0.904 0.598 4.067  -1.058
C -0.352 5.594 0.929  -0.728
C -2.765 0.670 -1.967  -0.536
C -0.701 4.992 -1.375  -0.754
C 4.092 -2.134 1.618  -0.867
C 3.486 2.433 -0.297  0.157
C -1.642 0.167 -1.343  0.659
C -3.050 2.131 -0.100  -0.780
C 3.042 1.689 4.229  -0.774
H -1.537 6.735 -0.446  0.423
H -4.371 2.087 -1.794  0.468
H -0.522 6.269 1.757  0.433
H 5.195 -3.599 0.499  0.472
H 3.517 -3.592 -1.391  0.544
H -3.571 2.916 0.428  0.475
H 4.775 -2.101 2.454  0.500
H 5.589 5.055 -0.669  0.421
H 3.248 4.559 -0.066  0.401
H 3.771 2.641 2.447  0.527
H 0.884 4.270 2.077  0.447
H -0.097 0.755 2.187  0.181
H 4.003 0.371 -0.644  0.224
H -1.539 1.938 1.410  0.277
H 2.759 -0.670 2.460  0.122
H -1.142 5.196 -2.341  0.450
H 0.249 3.187 -2.032  0.444
H 3.913 1.956 4.813  0.446
H 2.100 0.639 5.845  0.421
H 7.136 3.220 -1.246  0.386
H 6.343 0.880 -1.236  0.426
H 0.104 0.021 4.513  0.485
H -3.036 0.266 -2.933  0.538

---

# C3H2ClF3

One molecule with the formula C3H2ClF3 in a non-equilibrium geometry (ωB97M-V/def2-TZVPD, the Open Molecules 2025 dataset).

Results
ΔE to the lowest compared entry with this formula, charge and spin	0.0	kJ/mol
total energy	-875.2695	Ha
gap between HOMO and LUMO	11.5	eV
total charge	0
SMILES	C=C(F)C(F)(F)Cl

Each line ends with the Mulliken charge.
Element x y z (Å)
Cl -3.740 -0.219 0.914  -0.148
F -3.157 0.221 -1.518  -0.204
F -2.251 1.607 -0.127  -0.223
F -1.666 -1.836 -0.297  -0.214
C -0.060 -0.172 -0.212  -0.807
C -1.331 -0.549 -0.208  0.291
C -2.557 0.313 -0.316  0.695
H 0.358 0.782 -0.149  0.297
H 0.833 -0.755 -0.163  0.313